1.
Computed, not measured: 2 unconnected molecules or ions with the total composition C7H12N2O in a non-equilibrium geometry, with wB97M-V/def2-TZVPD.

Summary:
strongest force on any atom	2.09	eV/A
SMILES string	C[C@H]1C[C@H]2N[C@@]12CC#N.O
energy above the lowest of the compared OMol25 structures with the same formula, charge and spin	228.5	kJ/mol
net charge	0
DFT total energy	-458.60183	hartree

Atoms and positions in Å:
C (2.1668, 0.4957, -0.2277)
C (0.6760, 0.3933, -0.4772)
C (0.1425, 0.0228, -1.8991)
C (-0.5797, -1.1702, -1.2810)
N (0.4331, -1.9998, -0.6076)
C (-0.0935, -0.8131, 0.0760)
C (-0.8350, -0.9270, 1.3788)
C (0.0218, -0.7062, 2.5550)
N (0.6036, -0.2288, 3.4416)
H (2.6757, -0.4321, -0.5230)
H (2.6022, 1.3218, -0.8087)
H (2.3743, 0.6917, 0.8339)
H (0.1824, 1.3163, -0.1425)
H (-0.5326, 0.7860, -2.3041)
H (0.9093, -0.2528, -2.6372)
H (-1.5290, -1.6088, -1.5886)
H (-0.0319, -2.8245, -0.2303)
H (-1.6635, -0.2030, 1.4046)
H (-1.3163, -1.9108, 1.4886)
O (-2.2885, 2.4120, 0.3326)
H (-1.5034, 2.8366, -0.0247)
H (-2.4140, 2.8008, 1.2407)

***

2.
Computed, not measured: C4H6N2S in the gas phase in a non-equilibrium geometry, with wB97M-V/def2-TZVPD.

Summary:
strongest force on any atom	1.36	eV/A
SMILES string	Cc1c[nH]c(S)n1
energy above the lowest of the compared OMol25 structures with the same formula, charge and spin	19.3	kJ/mol
net charge	0
DFT total energy	-663.72116	hartree

Atoms and positions in Å:
C (-2.0285, -0.9732, -0.0013)
C (-0.6921, -0.3064, -0.0023)
C (-0.3961, 1.0205, 0.0009)
C (1.4542, -0.1814, 0.0100)
H (-2.8232, -0.2099, -0.0184)
H (-2.1613, -1.5779, -0.8603)
H (-2.1298, -1.6041, 0.8911)
H (-0.9870, 1.9178, -0.0073)
H (1.5257, 1.9445, -0.0017)
H (3.6286, 0.5880, -0.0153)
N (0.9881, 1.0931, 0.0072)
N (0.4763, -1.0512, -0.0009)
S (3.1449, -0.6598, -0.0016)

***

3.
Computed, not measured: a gas-phase ion, C3H10N4 (charge +2) in a non-equilibrium geometry, with wB97M-V/def2-TZVPD.

Summary:
strongest force on any atom	6.83	eV/A
SMILES string	N[NH2+]/C(N)=C\C=[NH2+]
energy above the lowest of the compared OMol25 structures with the same formula, charge and spin	280.7	kJ/mol
net charge	+2
DFT total energy	-338.60812	hartree

Atoms and positions in Å:
C (0.9179, -0.7527, -0.0477)
C (-0.4527, -0.6034, -0.1321)
C (1.9001, 0.3556, -0.0614)
N (-1.3585, -1.5819, -0.0509)
N (3.2023, 0.3429, 0.0789)
N (-1.0658, 0.7780, -0.2523)
N (-2.5870, 0.7207, 0.1674)
H (1.1429, -1.8396, 0.0774)
H (1.6542, 1.4247, -0.1726)
H (-1.0834, -2.4834, 0.2996)
H (-2.2631, -1.3874, -0.4752)
H (3.7960, 1.1607, 0.0616)
H (3.6727, -0.5066, 0.3651)
H (-0.6646, 1.3227, 0.4773)
H (-1.1092, 1.0286, -1.1738)
H (-2.9426, 1.5119, -0.3090)
H (-2.7591, 0.5093, 1.1475)

***

4.
Computed, not measured: a gas-phase ion, C4H9N2O (charge +1) in a non-equilibrium geometry, with wB97M-V/def2-TZVPD.

Summary:
strongest force on any atom	4.31	eV/A
SMILES string	N[C@H]1CC/[N+]1=C/O
energy above the lowest of the compared OMol25 structures with the same formula, charge and spin	251.5	kJ/mol
net charge	+1
DFT total energy	-342.26147	hartree

Atoms and positions in Å:
C (-1.8465, -0.2648, 0.1988)
C (1.5490, -0.6130, -0.1483)
C (0.3184, -1.4893, 0.1135)
C (0.7581, 0.6676, -0.5489)
N (-0.6262, -0.4010, -0.1843)
N (0.7251, 1.6746, 0.3382)
O (-2.5832, 0.6871, -0.1612)
H (-2.2909, -0.8124, 1.0566)
H (2.1025, -0.3929, 0.7644)
H (2.1515, -1.0852, -0.9511)
H (0.3109, -2.2872, -0.6041)
H (0.1884, -1.6224, 1.1536)
H (0.5360, 0.9798, -1.6025)
H (-2.2947, 1.1621, -0.9985)
H (-0.0140, 2.3640, 0.2615)
H (1.0158, 1.4329, 1.3125)

***

5.
Computed, not measured: 2 unconnected molecules or ions with the total composition C7H17N4 in a non-equilibrium geometry, with wB97M-V/def2-TZVPD.

Summary:
strongest force on any atom	3.45	eV/A
energy above the lowest of the compared OMol25 structures with the same formula, charge and spin	587.8	kJ/mol
net charge	+1
DFT total energy	-495.49255	hartree

Atoms and positions in Å:
C (1.4948, -1.4042, 1.1447)
C (2.4226, 1.0633, 0.9391)
C (2.6928, -0.4623, 0.8390)
C (1.6879, -1.9248, -0.2436)
C (2.7992, -1.2355, -0.5155)
C (3.7664, -1.2632, -1.5823)
C (-6.2376, -0.0008, 0.2165)
N (1.5226, 2.1861, -1.0423)
N (1.3560, 1.6957, 0.0851)
N (0.2099, 1.6940, 0.6429)
N (-6.2305, 0.6720, -1.0331)
H (1.6652, -2.2641, 1.9510)
H (0.5482, -1.0075, 1.6504)
H (2.1438, 1.4446, 2.0110)
H (3.3002, 1.7017, 0.5950)
H (3.5663, -0.6798, 1.4785)
H (1.4532, -2.8798, -0.6577)
H (3.3843, -2.0652, -2.3085)
H (4.8025, -1.4343, -1.0932)
H (3.7914, -0.4107, -2.1986)
H (-7.1716, -0.1647, 0.7461)
H (-5.9277, -1.1001, 0.0772)
H (-5.5751, 0.4667, 1.0017)
H (2.4318, 2.1521, -1.3903)
H (-0.5349, 2.0910, 0.1684)
H (-0.1005, 1.1454, 1.4191)
H (-6.5761, 0.3979, -1.9552)
H (-6.6853, 1.5865, -0.9452)

***

6.
Computed, not measured: 2 unconnected molecules or ions with the total composition C15H25O in a non-equilibrium geometry, with wB97M-V/def2-TZVPD.

Summary:
strongest force on any atom	2.07	eV/A
spin multiplicity	2
energy above the lowest of the compared OMol25 structures with the same formula, charge and spin	0.0	kJ/mol
net charge	0
DFT total energy	-661.66305	hartree

Atoms and positions in Å:
C (3.1308, -1.4788, 0.1095)
C (2.3828, -0.3053, -0.0282)
C (2.8521, 0.9097, 0.4497)
C (2.7517, 2.2363, -0.2067)
C (1.3487, 2.6845, -0.6580)
C (0.2821, 2.5241, 0.3909)
C (0.5152, 2.7423, 1.7040)
C (-1.0446, 2.1651, -0.1726)
C (-2.2383, 1.9925, 0.7699)
C (-2.6016, 0.6618, 0.0565)
C (-1.2215, 0.6874, -0.6759)
C (-0.2249, -0.3374, -0.1956)
C (1.1224, -0.4205, -0.9197)
C (-2.8683, -0.5151, 0.9771)
C (-3.7496, 0.8974, -0.9171)
H (2.1201, -1.6309, 1.7930)
H (2.7494, -2.4029, -0.3218)
H (4.1012, -1.4750, 0.6072)
H (3.4715, 0.8841, 1.3518)
H (3.1145, 2.9844, 0.5120)
H (3.4172, 2.2767, -1.0926)
H (1.4282, 3.7509, -0.9357)
H (1.0620, 2.1603, -1.5763)
H (-0.2859, 2.7519, 2.4470)
H (1.5343, 2.9314, 2.0487)
H (-1.2822, 2.8252, -1.0293)
H (-1.9516, 1.8366, 1.8137)
H (-2.9873, 2.7858, 0.6499)
H (-1.3350, 0.6634, -1.7727)
H (-0.0249, -0.2101, 0.8770)
H (-0.7007, -1.3285, -0.3044)
H (1.1660, 0.2856, -1.7576)
H (1.1678, -1.4339, -1.3405)
H (-2.9973, -1.4378, 0.3934)
H (-2.0719, -0.6586, 1.7184)
H (-3.8059, -0.3334, 1.5172)
H (-3.9283, 0.0051, -1.5356)
H (-4.6686, 1.0932, -0.3453)
H (-3.5512, 1.7607, -1.5700)
O (1.2898, -1.1973, 2.0983)
H (0.7432, -1.9322, 2.4191)

***

7.
Computed, not measured: C5H8O2 in the gas phase, with wB97M-V/def2-TZVPD.

Summary:
strongest force on any atom	0.75	eV/A
SMILES string	O=C1CC(CO)C1
energy above the lowest of the compared OMol25 structures with the same formula, charge and spin	142.6	kJ/mol
net charge	0
DFT total energy	-345.75065	hartree

Atoms and positions in Å:
O (-0.2578, -0.8061, 1.9306)
C (0.3321, 0.3626, 1.3927)
C (-0.1670, 0.6797, -0.0353)
C (-1.2178, -0.2800, -0.6786)
C (-0.0880, -0.8025, -1.5632)
O (0.0960, -1.8458, -2.1276)
C (0.8707, 0.3059, -1.1419)
H (0.1243, -0.8922, 2.8158)
H (0.1308, 1.2183, 2.0499)
H (1.4050, 0.2315, 1.3222)
H (-0.4844, 1.7250, -0.0958)
H (-1.6166, -1.0738, -0.0474)
H (-2.0496, 0.2292, -1.1864)
H (1.7966, -0.1569, -0.7857)
H (1.1257, 1.1050, -1.8493)

***

8.
Computed, not measured: C5H10O in the gas phase, with wB97M-V/def2-TZVPD.

Summary:
strongest force on any atom	0.87	eV/A
SMILES string	CCCC(C)=O
energy above the lowest of the compared OMol25 structures with the same formula, charge and spin	59.6	kJ/mol
net charge	0
DFT total energy	-271.72993	hartree

Atoms and positions in Å:
C (-0.6172, 1.9525, -0.6341)
C (-0.4415, -0.5410, -0.8519)
C (-1.1046, 0.6132, -0.1484)
O (-1.7267, 0.4289, 0.8761)
C (0.8400, -0.5341, 0.0567)
C (0.8116, -1.5159, 1.2334)
H (0.3118, 1.8450, -1.2213)
H (-1.4134, 2.2982, -1.3029)
H (-0.4671, 2.6219, 0.2206)
H (-0.1736, -0.3350, -1.8999)
H (-1.1216, -1.4097, -0.8513)
H (0.9230, 0.4782, 0.5100)
H (1.7375, -0.6181, -0.5683)
H (0.5568, -2.5132, 0.8627)
H (1.8000, -1.5537, 1.7110)
H (0.0849, -1.2172, 2.0078)

***

Q: Among the records above, which one has the lowest strongest force on any atom?
A: C5H8O2